No. 1
ORCA calculation (ωB97M-V/def2-TZVPD) on a 2-piece molecular cluster, C4H8O3 overall in a non-equilibrium geometry.

Results
Frontier orbital gap = 10.325 eV
Maximum force = 2.70 eV/A
Structure (SMILES) = O=CCCC=O.O
HOMO level = -10.1 eV
Energy above the lowest of the compared OMol25 structures with the same formula, charge and spin = 2.204 eV

Last column: Mulliken charge in e.
Cartesian coordinates (Å):
O: 1.2096 -0.8757 0.9178  -0.41
C: 1.1546 0.1685 0.3502  0.00
C: 1.0416 0.3935 -1.1780  -0.54
C: -0.2730 1.1326 -1.4522  -0.47
C: -1.4474 0.3930 -0.7683  0.03
O: -2.5915 0.7336 -0.8421  -0.46
H: 1.3948 1.1656 0.8067  0.30
H: 1.9428 0.9033 -1.5192  0.34
H: 1.1120 -0.5377 -1.7427  0.31
H: -0.5327 1.2800 -2.5091  0.33
H: -0.3374 2.1111 -0.9462  0.25
H: -1.2211 -0.6498 -0.4629  0.33
O: -0.4283 -1.9417 3.4846  -0.62
H: -0.1030 -2.7398 3.0936  0.31
H: -0.9211 -1.5365 2.7677  0.30

=====

No. 2
ORCA calculation (ωB97M-V/def2-TZVPD) on a 2-piece molecular cluster, C4H8O3 overall.

Results
Frontier orbital gap = 10.817 eV
Maximum force = 0.58 eV/A
Structure (SMILES) = C[C@@H](O)C=O.C=O
HOMO level = -10.3 eV
Energy above the lowest of the compared OMol25 structures with the same formula, charge and spin = 2.111 eV

Last column: Mulliken charge in e.
Cartesian coordinates (Å):
C: -0.8327 -1.9345 -0.6554  -1.36
C: -0.0056 -0.6709 -0.4327  0.38
O: 0.7389 -0.3265 -1.5700  -0.57
C: -0.9053 0.4842 -0.0430  0.10
O: -0.8967 1.5242 -0.6703  -0.55
H: -1.3266 -2.2440 0.2728  0.36
H: -0.1720 -2.7416 -0.9817  0.34
H: -1.5911 -1.7756 -1.4288  0.32
H: 0.6722 -0.8417 0.4169  0.25
H: 0.4159 0.5513 -1.8380  0.37
H: -1.5874 0.3305 0.8106  0.35
C: 1.3785 1.9227 1.5254  -0.07
O: 0.7492 1.0146 2.0134  -0.41
H: 0.9879 2.5029 0.6691  0.21
H: 2.3746 2.2043 1.9116  0.27

=====

No. 3
ORCA calculation (ωB97M-V/def2-TZVPD) on C4H8O3Pr as an isolated structure in a non-equilibrium geometry.

Results
Frontier orbital gap (alpha / beta) = 4.137 / 8.430 eV
⟨S²⟩ = 2.442
Maximum force = 3.05 eV/A
Spin multiplicity = 3
HOMO level (alpha / beta) = -21.1 / -22.1 eV
Charge = +3

Last column: Mulliken charge in e.
Cartesian coordinates (Å):
C: 0.0641 -2.6951 0.9613  -1.12
C: 0.1576 -1.6693 -0.1403  -0.11
O: -0.7931 -0.6324 0.1766  -0.01
H: 0.8586 -3.4419 0.8374  0.38
H: 0.1557 -2.2265 1.9495  0.35
H: -0.9074 -3.2025 0.9036  0.34
H: -0.1196 -2.0918 -1.1173  0.32
H: 1.1542 -1.2136 -0.2136  0.34
Pr: -2.3425 1.5749 -2.1937  2.18
O: -0.5544 0.4765 -0.5638  -0.42
O: -0.5858 2.8838 -1.5328  -0.52
C: 0.2111 2.9845 -0.5595  0.28
C: 0.5256 1.8455 0.2433  -0.19
H: 1.5884 1.5782 0.2656  0.40
H: 0.5341 3.9861 -0.2503  0.45
H: 0.0534 1.8435 1.2338  0.33

=====

No. 4
ORCA calculation (ωB97M-V/def2-TZVPD) on one molecule with the formula C4H8O3S in a non-equilibrium geometry.

Results
Frontier orbital gap = 9.018 eV
Maximum force = 4.10 eV/A
Structure (SMILES) = OCCOC(=S)CO
HOMO level = -8.6 eV
Energy above the lowest of the compared OMol25 structures with the same formula, charge and spin = 2.708 eV

Last column: Mulliken charge in e.
Cartesian coordinates (Å):
O: 1.8197 -0.1676 1.3333  -0.55
C: 2.1459 -0.7725 0.0674  -0.36
C: 1.1386 -0.5540 -1.0762  -0.49
O: -0.1771 -1.0485 -0.6133  -0.33
C: -0.9092 -0.1085 -0.1535  0.40
S: -2.4376 -0.3972 0.3685  -0.29
C: -0.5281 1.4105 -0.3839  -0.63
O: 0.8045 1.7887 -0.0926  -0.58
H: 1.0216 -0.5081 1.6729  0.30
H: 3.1322 -0.2563 -0.2487  0.25
H: 2.4593 -1.8013 0.2901  0.37
H: 1.3404 -1.2600 -1.8394  0.36
H: 1.0892 0.5441 -1.3593  0.46
H: -0.7051 1.5975 -1.4188  0.39
H: -1.0493 2.0284 0.4344  0.33
H: 1.0532 1.5780 0.8306  0.37

=====

No. 5
ORCA calculation (ωB97M-V/def2-TZVPD) on one molecule with the formula C4H8O3S in a non-equilibrium geometry.

Results
Frontier orbital gap = 9.873 eV
Maximum force = 4.46 eV/A
Structure (SMILES) = CS(=O)(=O)C1(O)CC1
HOMO level = -9.2 eV
Energy above the lowest of the compared OMol25 structures with the same formula, charge and spin = 3.336 eV

Last column: Mulliken charge in e.
Cartesian coordinates (Å):
C: 0.7834 1.9417 -0.8839  -0.90
S: 0.7822 0.6604 0.4109  1.28
O: 2.0377 -0.0250 0.3782  -0.66
O: 0.4340 1.2754 1.6718  -0.74
C: -0.6458 -0.3673 0.0051  0.26
O: -1.6938 0.3276 0.5599  -0.57
C: -0.6801 -1.6912 -0.6700  -0.32
C: -0.2662 -1.9342 0.7196  -0.74
H: 1.4232 1.7116 -1.7545  0.34
H: -0.2258 1.9793 -1.3510  0.29
H: 1.2676 2.9310 -0.4095  0.29
H: -1.4365 0.7982 1.3636  0.39
H: 0.1220 -1.6003 -1.4306  0.20
H: -1.6685 -1.8263 -1.0274  0.28
H: -1.0069 -2.0779 1.4820  0.26
H: 0.7732 -2.1029 0.9358  0.32

=====

No. 6
ORCA calculation (ωB97M-V/def2-TZVPD) on C4H8O3Sc as an isolated structure in a non-equilibrium geometry.

Results
Frontier orbital gap (alpha / beta) = 6.253 / 6.252 eV
Maximum force = 5.53 eV/A
HOMO level (alpha / beta) = -23.5 / -23.5 eV
Energy above the lowest of the compared OMol25 structures with the same formula, charge and spin = 4.919 eV
Charge = +3

Last column: Mulliken charge in e.
Cartesian coordinates (Å):
C: 1.9377 1.6049 -1.1625  -1.04
C: 1.0893 1.1647 0.0025  -0.03
O: 0.6996 -0.2138 -0.2725  -0.12
H: 2.1354 2.6814 -1.0881  0.35
H: 2.8900 1.0618 -1.1966  0.38
H: 1.3838 1.4229 -2.0918  0.29
H: 0.1864 1.7778 0.1098  0.31
H: 1.6463 1.1301 0.9459  0.27
Sc: 0.0107 -1.6976 -1.8352  2.12
O: -0.6600 -0.3750 -0.0139  -0.25
O: -1.7414 -2.0099 -0.4901  -0.56
C: -2.0651 -1.9853 0.7498  0.33
C: -1.6699 -0.7751 1.4024  -0.12
H: -1.0933 -0.9046 2.3238  0.36
H: -2.3224 -2.8966 1.3027  0.44
H: -2.4270 0.0142 1.3139  0.29

=====

No. 7
ORCA calculation (ωB97M-V/def2-TZVPD) on a 2-piece molecular cluster, C4H8O4 overall in a non-equilibrium geometry.

Results
Frontier orbital gap = 6.118 eV
Maximum force = 2.19 eV/A
HOMO level = -8.0 eV
Energy above the lowest of the compared OMol25 structures with the same formula, charge and spin = 4.018 eV

Last column: Mulliken charge in e.
Cartesian coordinates (Å):
C: 1.9749 0.7294 0.2786  0.49
C: -1.8239 0.7257 0.1296  0.55
C: 2.1488 -0.5147 -0.4604  -0.89
C: -2.8700 -0.4640 0.1399  -0.31
O: -2.3177 1.8373 0.0608  -0.71
O: 2.0631 1.8615 -0.3568  -0.33
O: -0.6294 0.3487 0.2057  -0.67
O: -4.0384 -0.0595 -0.4929  -0.54
H: 2.7011 -1.2582 0.1085  0.32
H: 2.6058 -0.3320 -1.4273  0.30
H: 1.1362 -0.9080 -0.6166  0.29
H: -3.0350 -0.6873 1.2065  0.18
H: -2.4584 -1.3435 -0.3601  0.26
H: 1.7550 2.6226 0.1589  0.42
H: 1.7346 0.7079 1.3336  0.28
H: -4.0814 0.9073 -0.3743  0.34

=====

No. 8
ORCA calculation (ωB97M-V/def2-TZVPD) on one molecule with the formula C4H8OS in a non-equilibrium geometry.

Results
Frontier orbital gap (alpha / beta) = 7.865 / 7.241 eV
Maximum force = 2.93 eV/A
HOMO level (alpha / beta) = -7.3 / -7.0 eV
Energy above the lowest of the compared OMol25 structures with the same formula, charge and spin = 4.091 eV

Last column: Mulliken charge in e.
Cartesian coordinates (Å):
C: 2.2488 0.4237 0.3831  -0.78
C: -0.2997 -0.1062 -0.3208  0.50
C: 0.2647 -1.4846 -0.0500  -1.02
C: -2.1944 1.1558 0.1937  -0.81
O: -1.5646 -0.0744 0.0722  -0.30
S: 0.8801 1.1907 -0.1058  0.01
H: 3.0983 1.0677 0.2254  0.29
H: 2.3162 -0.2771 1.2124  0.28
H: 0.8708 -1.3913 0.8408  0.21
H: 0.9886 -1.8416 -0.7194  0.40
H: -0.6479 -2.2108 0.0796  0.26
H: -3.2494 1.1140 0.3131  0.29
H: -2.1703 1.5117 -0.8239  0.36
H: -1.6386 1.8240 0.8269  0.32